ORCA calculation (ωB97M-V with the def2-TZVPD basis set) on C27H27BF6N4O4PS2Ti as an isolated structure at a distorted geometry.

Strongest force on any atom (Eh/bohr): 0.0435
Orbital gap (eV): 6.071

```
! RIJCOSX wB97M-V def2-TZVPD def2/J DEFGRID3
* xyz -1 1
Ti -1.01924 -1.32021 -0.85492
F 2.96399 -2.50574 1.72153
C 3.72562 -1.92499 0.62564
F 4.33798 -0.83597 1.33879
F 4.81198 -2.82291 0.59280
S 1.85628 -1.97172 -1.57940
O 0.17589 -1.57892 -2.16082
O 2.69905 -1.74463 -2.72171
N 1.63684 -3.61203 -1.49250
S 0.47579 -4.08946 -0.64607
O -0.53642 -4.88845 -1.26285
O -0.12540 -2.93968 0.15389
C 1.16364 -5.19722 0.70372
F 0.83901 -6.46141 0.42569
F 2.47001 -5.10232 0.78877
F 0.60895 -4.87643 1.87365
C 3.48619 1.13945 -0.96347
C 2.56004 1.79846 -1.94214
C 3.11376 2.40982 -3.06737
C 2.34413 3.07328 -4.00714
C 0.97150 3.15623 -3.84316
C 0.38872 2.56212 -2.73758
C 1.16011 1.88155 -1.79389
P 0.26597 1.06288 -0.44036
C 1.12100 1.29615 1.13462
C 1.28590 0.12119 1.87386
C 1.93366 0.13039 3.09642
C 2.42527 1.32721 3.58536
C 2.30052 2.48965 2.83863
C 1.67221 2.50050 1.59826
C 1.70093 3.77875 0.80105
C -1.33736 1.93860 -0.28641
C -1.60010 2.99076 0.58495
C -2.90491 3.40183 0.81766
C -3.95351 2.74627 0.18502
C -3.69683 1.71700 -0.70610
C -2.38875 1.31974 -0.98505
C -2.07376 0.21956 -1.92741
H 4.51998 1.30320 -1.26542
H 3.35444 0.06186 -0.88429
H 3.37829 1.51969 0.04974
H 4.18797 2.35782 -3.19657
H 2.82123 3.53173 -4.86451
H 0.35590 3.67189 -4.56871
H -0.68408 2.63046 -2.60989
H 0.97131 -0.83244 1.46674
H 2.09124 -0.80102 3.62128
H 2.94845 1.35500 4.53300
H 2.73121 3.41312 3.21081
H 2.71408 3.96054 0.43318
H 1.42333 4.62785 1.42893
H 1.04792 3.76761 -0.06803
H -0.79453 3.45494 1.13505
H -3.10241 4.21019 1.51011
H -4.97735 3.03591 0.38654
H -4.51580 1.20688 -1.19922
H -1.31484 0.50752 -2.65765
H -2.95157 -0.16367 -2.44054
N -2.43423 -2.20833 1.71764
C -2.84427 -2.04076 2.97725
C -2.66908 -0.70874 3.28738
C -2.13981 -0.13786 2.13063
N -2.00778 -1.05361 1.17297
H -2.42809 -3.04806 1.15669
H -3.22510 -2.87055 3.54723
H -2.89090 -0.22144 4.21947
H -1.85617 0.88189 1.93835
B -4.86907 -4.08954 -1.24847
C -3.57949 -3.20349 -1.29924
N -2.66256 -2.49532 -1.28432
H -4.56747 -5.19915 -1.60765
H -5.67899 -3.55408 -1.96803
H -5.21046 -4.05935 -0.08240
*
```

---

ORCA calculation (ωB97M-V with the def2-TZVPD basis set) on C27H27Br6N5 as an isolated structure at a distorted geometry.

Strongest force on any atom (Eh/bohr): 0.0607
Orbital gap (eV): 8.782

```
! RIJCOSX wB97M-V def2-TZVPD def2/J DEFGRID3
* xyz 0 1
C 23.55171 13.66462 5.33342
Br 23.86366 14.55600 3.59110
Br 21.79776 14.27586 5.94146
Br 24.98914 14.15909 6.60943
H 23.50012 12.58606 5.18462
C 20.16390 10.85366 1.41703
Br 21.51420 9.34447 1.44409
Br 18.63736 10.52687 2.75580
Br 19.61549 11.18971 -0.47629
H 20.70664 11.76042 1.68405
N 20.60510 13.93988 13.33077
C 21.11529 14.62185 12.23829
C 22.06626 14.03977 11.37383
C 22.43857 12.70644 11.61728
C 21.97307 12.04830 12.76826
C 21.02620 12.63364 13.57195
H 20.95022 15.68807 12.28647
H 22.50853 14.54820 10.52984
H 23.17390 12.24541 10.97452
H 22.27320 11.01996 12.90543
H 20.57685 12.06368 14.37171
N 27.46523 18.45250 3.87142
C 28.72018 18.15819 4.21892
C 29.87801 18.51543 3.49795
C 29.69726 19.24583 2.33600
C 28.38274 19.61549 1.99833
C 27.32155 19.15029 2.72006
H 28.76650 17.48758 5.06423
H 30.87246 18.25017 3.82521
H 30.46462 19.53218 1.63204
H 28.25327 20.22515 1.11631
H 26.29417 19.30012 2.42271
N 22.26726 22.65272 3.23624
C 21.42365 22.02824 2.34273
C 21.07843 20.68421 2.46850
C 21.55945 19.95566 3.54042
C 22.56367 20.54618 4.38452
C 22.84536 21.88408 4.20670
H 21.01293 22.55536 1.49428
H 20.33019 20.33786 1.77095
H 21.30732 18.91627 3.69044
H 23.12372 19.91725 5.06067
H 23.62544 22.41872 4.72827
N 19.21853 17.03882 -1.55763
C 19.65593 16.48702 -0.38979
C 18.90212 16.44153 0.72346
C 17.66884 17.01729 0.67474
C 17.12178 17.56329 -0.51035
C 17.98367 17.54540 -1.63497
H 20.66223 16.09715 -0.34785
H 19.35067 16.06144 1.62940
H 17.09643 16.90015 1.58305
H 16.09528 17.88363 -0.61067
H 17.66629 17.82221 -2.62949
N 24.22978 13.74524 -2.46234
C 23.77308 13.05754 -3.54345
C 23.71625 13.63045 -4.81610
C 23.88592 14.98653 -4.94011
C 24.39191 15.70653 -3.89186
C 24.56163 15.03171 -2.70758
H 23.53281 12.01025 -3.43451
H 23.38933 13.04435 -5.66227
H 23.86663 15.42706 -5.92600
H 24.66511 16.75128 -3.87658
H 24.94843 15.59499 -1.87121
*
```

---

> strongest force on any atom of number 2 (C27H27Br6N5)?

0.0607 Eh/bohr

---

> orbital gap of number 1 (C27H27BF6N4O4PS2Ti)?

6.071 eV

---

Repeat the first record exactly.
ORCA calculation (ωB97M-V with the def2-TZVPD basis set) on C27H27BF6N4O4PS2Ti as an isolated structure at a distorted geometry.

Strongest force on any atom (Eh/bohr): 0.0435
Orbital gap (eV): 6.071

```
! RIJCOSX wB97M-V def2-TZVPD def2/J DEFGRID3
* xyz -1 1
Ti -1.01924 -1.32021 -0.85492
F 2.96399 -2.50574 1.72153
C 3.72562 -1.92499 0.62564
F 4.33798 -0.83597 1.33879
F 4.81198 -2.82291 0.59280
S 1.85628 -1.97172 -1.57940
O 0.17589 -1.57892 -2.16082
O 2.69905 -1.74463 -2.72171
N 1.63684 -3.61203 -1.49250
S 0.47579 -4.08946 -0.64607
O -0.53642 -4.88845 -1.26285
O -0.12540 -2.93968 0.15389
C 1.16364 -5.19722 0.70372
F 0.83901 -6.46141 0.42569
F 2.47001 -5.10232 0.78877
F 0.60895 -4.87643 1.87365
C 3.48619 1.13945 -0.96347
C 2.56004 1.79846 -1.94214
C 3.11376 2.40982 -3.06737
C 2.34413 3.07328 -4.00714
C 0.97150 3.15623 -3.84316
C 0.38872 2.56212 -2.73758
C 1.16011 1.88155 -1.79389
P 0.26597 1.06288 -0.44036
C 1.12100 1.29615 1.13462
C 1.28590 0.12119 1.87386
C 1.93366 0.13039 3.09642
C 2.42527 1.32721 3.58536
C 2.30052 2.48965 2.83863
C 1.67221 2.50050 1.59826
C 1.70093 3.77875 0.80105
C -1.33736 1.93860 -0.28641
C -1.60010 2.99076 0.58495
C -2.90491 3.40183 0.81766
C -3.95351 2.74627 0.18502
C -3.69683 1.71700 -0.70610
C -2.38875 1.31974 -0.98505
C -2.07376 0.21956 -1.92741
H 4.51998 1.30320 -1.26542
H 3.35444 0.06186 -0.88429
H 3.37829 1.51969 0.04974
H 4.18797 2.35782 -3.19657
H 2.82123 3.53173 -4.86451
H 0.35590 3.67189 -4.56871
H -0.68408 2.63046 -2.60989
H 0.97131 -0.83244 1.46674
H 2.09124 -0.80102 3.62128
H 2.94845 1.35500 4.53300
H 2.73121 3.41312 3.21081
H 2.71408 3.96054 0.43318
H 1.42333 4.62785 1.42893
H 1.04792 3.76761 -0.06803
H -0.79453 3.45494 1.13505
H -3.10241 4.21019 1.51011
H -4.97735 3.03591 0.38654
H -4.51580 1.20688 -1.19922
H -1.31484 0.50752 -2.65765
H -2.95157 -0.16367 -2.44054
N -2.43423 -2.20833 1.71764
C -2.84427 -2.04076 2.97725
C -2.66908 -0.70874 3.28738
C -2.13981 -0.13786 2.13063
N -2.00778 -1.05361 1.17297
H -2.42809 -3.04806 1.15669
H -3.22510 -2.87055 3.54723
H -2.89090 -0.22144 4.21947
H -1.85617 0.88189 1.93835
B -4.86907 -4.08954 -1.24847
C -3.57949 -3.20349 -1.29924
N -2.66256 -2.49532 -1.28432
H -4.56747 -5.19915 -1.60765
H -5.67899 -3.55408 -1.96803
H -5.21046 -4.05935 -0.08240
*
```